{
  "formula": "C3H5N2O",
  "method": "wB97M-V/def2-TZVPD",
  "e_tot_ev": -8208.9794,
  "lumo_energy_ha": -0.2135,
  "smiles": "C[n+]1ccno1",
  "charge": 1,
  "largest_force_ev_per_a": 4.07,
  "symbols": ["C", "C", "C", "N", "N", "O", "H", "H", "H", "H", "H"],
  "xyz": [[-1.5584, -0.2787, -1.8766], [-0.1429, -0.1029, -1.5005], [0.8732, -0.6131, 0.7546], [-2.2109, -0.9299, -0.9730], [-0.1528, -0.5277, -0.2418], [-1.3681, -1.0167, 0.0873], [-2.0240, -0.0906, -2.8163], [0.7178, 0.4960, -1.6907], [1.8399, -0.6753, 0.1442], [0.9621, 0.3532, 1.3362], [0.6871, -1.5337, 1.3984]]
}



{
  "formula": "C118H68O18",
  "method": "wB97M-V/def2-TZVPD",
  "e_tot_ev": -160324.1569,
  "lumo_energy_ha": -0.0563,
  "smiles": "O=C1c2ccccc2C(=O)c2ccccc21.O=C1c2ccccc2C(=O)c2ccccc21.O=C1c2ccccc2C(=O)c2ccccc21.O=C1c2ccccc2C(=O)c2ccccc21.O=C1c2ccccc2C(=O)c2ccccc21.O=C1c2ccccc2C(=O)c2ccccc21.O=C1c2ccccc2C(=O)c2ccccc21.O=C1c2ccccc2C(=O)c2ccccc21.O=C1C=CC(=O)C=C1",
  "largest_force_ev_per_a": 4.82,
  "symbols": ["C", "C", "C", "O", "C", "C", "C", "O", "H", "H", "H", "H", "C", "C", "C", "C", "C", "C", "C", "O", "C", "C", "C", "C", "C", "C", "C", "O", "H", "H", "H", "H", "H", "H", "H", "H", "C", "C", "C", "C", "C", "C", "C", "O", "C", "C", "C", "C", "C", "C", "C", "O", "H", "H", "H", "H", "H", "H", "H", "H", "C", "C", "C", "C", "C", "C", "C", "O", "C", "C", "C", "C", "C", "C", "C", "O", "H", "H", "H", "H", "H", "H", "H", "H", "C", "C", "C", "C", "C", "C", "C", "O", "C", "C", "C", "C", "C", "C", "C", "O", "H", "H", "H", "H", "H", "H", "H", "H", "C", "C", "C", "C", "C", "C", "C", "O", "C", "C", "C", "C", "C", "C", "C", "O", "H", "H", "H", "H", "H", "H", "H", "H", "C", "C", "C", "C", "C", "C", "C", "O", "C", "C", "C", "C", "C", "C", "C", "O", "H", "H", "H", "H", "H", "H", "H", "H", "C", "C", "C", "C", "C", "C", "C", "O", "C", "C", "C", "C", "C", "C", "C", "O", "H", "H", "H", "H", "H", "H", "H", "H", "C", "C", "C", "C", "C", "C", "C", "O", "C", "C", "C", "C", "C", "C", "C", "O", "H", "H", "H", "H", "H", "H", "H", "H"],
  "xyz": [[1.2665, 0.9795, 1.0183], [1.3392, 0.9202, -0.2855], [1.0999, -0.2755, -1.1156], [1.1445, -0.2797, -2.3291], [0.7489, -1.4477, -0.2838], [0.5380, -1.3769, 1.0358], [0.8636, -0.1518, 1.8567], [0.9622, -0.0538, 3.0980], [1.3352, 1.9148, 1.5817], [1.5189, 1.7751, -0.9501], [0.6341, -2.3378, -0.8161], [0.2902, -2.3191, 1.5607], [0.4561, 1.0852, -6.0105], [1.3674, 0.0946, -6.3802], [0.8828, -0.9544, -7.1891], [-0.2848, -0.7802, -7.9008], [-1.0591, 0.4041, -7.7648], [-0.7158, 1.3477, -6.7624], [-2.3661, 0.5004, -8.5773], [-3.0783, 1.5031, -8.3678], [-2.7583, -0.5396, -9.5359], [-3.8305, -0.3356, -10.3134], [-4.2815, -1.2922, -11.2187], [-3.4736, -2.4807, -11.3184], [-2.3653, -2.7244, -10.4755], [-1.9561, -1.7194, -9.6477], [-0.6749, -1.8703, -8.8725], [0.0701, -2.8340, -9.1074], [0.6928, 1.8330, -5.2355], [2.3635, 0.0550, -5.8995], [1.4934, -1.7982, -7.4300], [-1.2013, 2.2625, -6.6185], [-4.4257, 0.5482, -10.2426], [-5.1825, -1.1196, -11.7720], [-3.8166, -3.1351, -12.1246], [-1.8250, -3.6212, -10.5708], [2.0087, -2.6049, 7.6244], [0.7271, -2.8955, 7.0082], [0.6120, -3.4360, 5.7479], [1.7964, -3.7356, 5.0516], [3.0128, -3.4487, 5.6353], [3.1448, -2.8991, 6.8983], [4.2520, -3.6929, 4.8565], [5.3510, -3.2954, 5.2095], [4.1519, -4.5111, 3.6283], [5.3149, -4.9160, 2.9730], [5.1783, -5.6352, 1.7656], [3.9485, -5.9441, 1.2277], [2.8079, -5.4779, 1.8313], [2.8592, -4.8084, 3.0137], [1.6510, -4.4138, 3.6983], [0.5119, -4.6483, 3.3370], [1.9187, -2.1870, 8.6530], [-0.1513, -2.5582, 7.5420], [-0.3258, -3.4442, 5.2324], [4.2008, -2.7154, 7.1458], [6.2177, -4.5724, 3.4413], [6.0898, -5.9849, 1.2792], [3.9079, -6.4761, 0.2742], [1.9554, -5.6937, 1.2432], [-5.6213, 2.9910, -1.4779], [-6.7943, 2.1069, -1.4007], [-6.7377, 0.8019, -1.8271], [-5.6331, 0.3245, -2.5488], [-4.4813, 1.1545, -2.6013], [-4.5109, 2.4236, -2.0708], [-3.2731, 0.7574, -3.4243], [-2.3363, 1.5353, -3.5720], [-3.2576, -0.6424, -3.9681], [-2.1373, -1.0075, -4.6837], [-2.1231, -2.2407, -5.3104], [-3.2349, -3.1002, -5.2658], [-4.3128, -2.7193, -4.5445], [-4.3593, -1.4907, -3.9370], [-5.6142, -1.0414, -3.2676], [-6.5476, -1.7449, -3.3367], [-5.6511, 4.0116, -1.0883], [-7.7135, 2.4948, -0.9333], [-7.6444, 0.2225, -1.8671], [-3.6271, 3.1018, -2.1789], [-1.2777, -0.3689, -4.7625], [-1.2606, -2.6209, -5.8607], [-3.2265, -4.0501, -5.7984], [-5.1323, -3.3704, -4.4638], [0.4047, 1.3751, 5.2486], [1.5481, 0.8464, 5.8401], [2.0916, 1.5317, 6.8848], [1.6197, 2.8022, 7.2972], [0.6209, 3.4012, 6.5466], [-0.0312, 2.6487, 5.5174], [0.1688, 4.7607, 6.9355], [-0.8230, 5.2209, 6.3844], [0.8431, 5.4862, 8.0593], [0.4989, 6.8413, 8.2665], [1.1918, 7.5207, 9.2782], [2.1236, 6.8168, 10.1171], [2.4318, 5.4897, 9.8876], [1.7953, 4.8480, 8.8138], [2.3646, 3.5218, 8.4058], [3.3279, 3.1024, 8.9786], [-0.1697, 0.8120, 4.5292], [1.8301, -0.1343, 5.4224], [3.0283, 1.2506, 7.3346], [-0.9704, 2.9774, 4.9809], [-0.0452, 7.4286, 7.5117], [0.9835, 8.5841, 9.4791], [2.5721, 7.2915, 10.9752], [3.1120, 4.9115, 10.4689], [-2.6318, 1.6041, 3.5359], [-2.1255, 2.2092, 2.3491], [-2.0524, 1.4585, 1.1264], [-2.4445, 0.1450, 1.1474], [-2.9191, -0.4342, 2.3715], [-2.9926, 0.2564, 3.5196], [-3.3551, -1.8397, 2.3913], [-3.6400, -2.2915, 3.5079], [-3.3252, -2.5827, 1.1380], [-3.8387, -3.8506, 1.1315], [-3.7694, -4.6129, -0.0110], [-3.3919, -4.0876, -1.2591], [-2.9503, -2.8023, -1.2724], [-2.8737, -2.0319, -0.0673], [-2.3763, -0.6390, -0.0987], [-1.8786, -0.1842, -1.1435], [-2.6146, 2.0596, 4.4965], [-1.7370, 3.2609, 2.4793], [-1.6843, 1.9491, 0.2800], [-3.2258, -0.3830, 4.3406], [-4.1134, -4.2952, 2.0924], [-3.9772, -5.6786, 0.0290], [-3.5132, -4.7043, -2.1359], [-2.5485, -2.4215, -2.1734], [-2.6732, 6.2864, 2.8731], [-1.3171, 6.0638, 3.2836], [-0.3981, 5.7151, 2.3335], [-0.8207, 5.5314, 0.9963], [-2.1675, 5.6945, 0.6151], [-3.1441, 6.1314, 1.5836], [-2.5765, 5.4446, -0.8156], [-3.7592, 5.5430, -1.1000], [-1.5334, 5.2215, -1.7912], [-1.9027, 5.1697, -3.0929], [-0.9691, 4.8024, -4.0476], [0.3245, 4.4673, -3.7196], [0.6814, 4.5735, -2.3726], [-0.2212, 4.9435, -1.4162], [0.1960, 4.9703, 0.0184], [1.2581, 4.6570, 0.3757], [-3.3844, 6.4792, 3.6593], [-1.0331, 6.2737, 4.3237], [0.6706, 5.5532, 2.5331], [-4.1440, 6.4328, 1.3710], [-2.9428, 5.3492, -3.3831], [-1.1963, 4.8349, -5.0747], [1.0778, 4.2217, -4.4959], [1.6668, 4.3263, -2.0051], [5.9763, 5.2521, -0.1978], [4.7533, 5.6100, 0.4130], [4.3139, 4.8394, 1.4850], [4.9818, 3.6929, 1.8598], [6.1988, 3.3588, 1.2360], [6.7219, 4.1788, 0.2304], [7.0354, 2.1393, 1.7416], [8.1227, 1.9431, 1.2922], [6.3564, 1.2763, 2.8472], [6.9871, 0.1575, 3.4122], [6.4410, -0.5517, 4.4597], [5.1586, -0.2358, 4.8967], [4.5353, 0.8433, 4.2667], [5.0879, 1.5900, 3.2738], [4.3567, 2.7803, 2.8389], [3.2481, 3.0393, 3.2383], [6.4100, 5.7325, -1.0683], [4.1012, 6.4415, 0.1082], [3.3422, 4.9841, 1.8745], [7.6554, 3.9088, -0.2420], [7.9955, -0.0778, 3.0560], [6.8832, -1.4887, 4.8470], [4.7278, -0.8441, 5.6637], [3.4776, 1.1078, 4.5091], [0.0475, -5.4561, -6.8688], [1.0488, -4.5665, -6.4583], [1.2921, -4.3537, -5.1226], [0.4763, -4.9918, -4.2139], [-0.5658, -5.7908, -4.6251], [-0.7851, -6.0402, -5.9556], [-1.4972, -6.3984, -3.6863], [-2.5953, -6.8798, -4.0136], [-1.0587, -6.3420, -2.2379], [-1.7026, -7.1519, -1.2870], [-1.5607, -7.0660, 0.0570], [-0.7639, -6.0408, 0.5348], [-0.0639, -5.2372, -0.3851], [-0.1643, -5.4239, -1.7660], [0.7915, -4.7279, -2.7586], [1.8381, -4.2371, -2.4453], [-0.1323, -5.6485, -7.9644], [1.6433, -4.1721, -7.2499], [2.0956, -3.7116, -4.7326], [-1.5307, -6.6958, -6.2757], [-2.3248, -7.9501, -1.7013], [-2.0944, -7.7803, 0.7143], [-0.5046, -5.9272, 1.5864], [0.6075, -4.5231, 0.0602]]
}



{
  "formula": "C6H6OS",
  "method": "wB97M-V/def2-TZVPD",
  "e_tot_ev": -19195.5985,
  "lumo_energy_ha": [0.0076, -0.0640],
  "largest_force_ev_per_a": 2.26,
  "spin_multiplicity": 3,
  "symbols": ["C", "C", "C", "C", "C", "C", "O", "S", "H", "H", "H", "H", "H", "H"],
  "xyz": [[0.5301, 1.0242, 1.0557], [1.0538, 1.9519, 0.2354], [-0.0331, -0.1331, 0.4450], [-0.2708, -0.2845, -0.8632], [-0.6321, -1.4939, 0.7552], [-0.7774, -1.6902, -0.7812], [0.5059, 2.8059, -2.1828], [1.1537, 1.6684, -1.5359], [0.4765, 1.1755, 2.1250], [1.4030, 2.9138, 0.5727], [0.0717, -2.1817, 1.2219], [-1.5712, -1.4766, 1.3061], [-1.7896, -1.8308, -1.1549], [-0.1204, -2.4489, -1.1991]]
}



{
  "formula": "C28H22Br4FeN7O4",
  "method": "wB97M-V/def2-TZVPD",
  "e_tot_ev": -362574.9727,
  "lumo_energy_ha": 0.0485,
  "charge": -1,
  "largest_force_ev_per_a": 3.68,
  "symbols": ["Fe", "O", "C", "O", "C", "C", "C", "N", "C", "C", "C", "C", "C", "C", "C", "N", "C", "C", "C", "C", "C", "N", "H", "H", "H", "H", "H", "H", "H", "H", "H", "H", "Br", "C", "C", "Br", "C", "Br", "C", "O", "C", "O", "C", "Br", "C", "N", "C", "N", "C", "N", "C", "N", "C", "C", "H", "H", "H", "H", "H", "H", "H", "H", "H", "H", "H", "H"],
  "xyz": [[0.0607, 0.0323, 0.0145], [-3.9462, -4.9690, 1.9308], [-3.1408, -5.0798, 1.0184], [-2.9079, -5.9585, 0.2021], [-2.2081, -3.7992, 0.8465], [-1.2718, -3.7878, -0.1744], [-0.5132, -2.6074, -0.3579], [-0.7088, -1.5561, 0.4592], [-1.6125, -1.5598, 1.4591], [-2.3997, -2.7142, 1.6840], [-1.7145, -0.3016, 2.0848], [-2.5881, 0.0333, 3.1406], [-2.6371, 1.3107, 3.6130], [-1.7691, 2.2858, 3.0495], [-0.9241, 1.9016, 2.0406], [-0.8893, 0.6715, 1.5305], [0.3774, -2.3017, -1.4067], [0.7692, -3.1702, -2.4470], [1.5940, -2.7278, -3.4378], [2.0791, -1.3925, -3.3835], [1.6781, -0.5945, -2.3428], [0.8333, -0.9881, -1.3900], [-1.1652, -4.6302, -0.8325], [-3.1529, -2.7370, 2.4513], [-3.2145, -0.7465, 3.5460], [-3.3166, 1.5860, 4.4057], [-1.7792, 3.3040, 3.4048], [-0.2550, 2.6182, 1.5792], [0.3861, -4.1790, -2.4352], [1.8822, -3.3742, -4.2536], [2.7411, -1.0139, -4.1463], [2.0118, 0.4340, -2.2748], [6.0484, 1.6742, 2.6772], [4.4366, 1.6856, 1.7014], [4.1224, 2.7755, 0.8925], [5.3133, 4.2314, 0.7747], [2.9338, 2.7854, 0.1738], [2.4865, 4.2541, -0.9286], [2.0328, 1.7183, 0.2382], [0.9148, 1.6646, -0.4012], [2.3578, 0.5931, 1.0696], [1.5205, -0.3694, 1.1077], [3.5633, 0.6111, 1.7866], [3.9468, -0.8835, 2.8693], [-1.1299, 0.8565, -2.5958], [-1.6040, 0.4962, -1.2419], [-2.3398, 1.6756, -0.7372], [-3.4392, 2.0642, -1.5985], [-2.9151, 2.3701, -2.9215], [-2.2098, 1.2303, -3.4887], [-3.1408, 0.1129, -3.5795], [-3.6864, -0.2301, -2.2753], [-2.5917, -0.5975, -1.4036], [-4.3526, 0.9343, -1.7124], [-0.6127, 0.0007, -3.0301], [-0.4318, 1.6896, -2.4982], [-1.6333, 2.5035, -0.6547], [-2.7499, 1.4471, 0.2469], [-2.2241, 3.2132, -2.8445], [-3.7461, 2.6384, -3.5799], [-2.6139, -0.7579, -3.9799], [-3.9595, 0.3805, -4.2525], [-2.0879, -1.4692, -1.8266], [-3.0001, -0.8577, -0.4248], [-4.7260, 0.6784, -0.7167], [-5.1932, 1.2138, -2.3524]]
}